Computed, not measured: a molecular structure, C42H52F30N11O22S10 at a distorted geometry, with ωB97M-V with the def2-TZVPD basis set.

* charge: +1
* max |F|: 9.716 eV/A
* Kohn-Sham gap: 2.96 eV
* E_HOMO: -9.423 eV

The geometry in XYZ format:
```
167
Properties=species:S:1:pos:R:3:forces:R:3
C 2.5527 7.7972 -5.8627 0.01 0.05 -1.27
C 3.4507 9.0411 -5.6466 -1.58 -0.99 0.36
C 3.5646 9.4919 -4.1537 -0.17 1.44 -1.20
O 4.1440 10.8360 -4.0731 -0.69 -1.35 -0.39
C 4.0017 11.3239 -2.7342 1.27 -1.15 0.80
N 4.8294 8.7397 -6.2661 -0.35 -0.05 1.44
H 4.9452 8.4390 -7.2233 -0.68 0.70 -0.90
H 5.4072 9.5305 -6.0194 0.61 0.45 -0.33
H 5.2363 7.9327 -5.8151 0.19 -0.39 0.92
H 2.3287 7.7664 -6.9290 0.98 -0.37 -0.63
H 1.4816 7.8687 -5.6732 0.23 0.41 1.60
H 2.9774 6.8360 -5.5732 -0.15 0.13 0.29
H 2.9383 9.7700 -6.2744 0.73 0.62 0.28
H 4.0331 8.7318 -3.5285 0.69 0.08 0.02
H 2.5502 9.5515 -3.7593 -0.29 -0.08 -0.27
H 2.9920 11.5035 -2.3650 -0.18 0.14 -0.58
H 4.6804 12.1470 -2.5110 -0.34 0.30 -0.71
H 4.4295 10.5203 -2.1348 -0.20 -0.06 0.62
C 0.5506 -3.0355 -0.0242 -0.35 0.95 -0.85
C -0.0418 -3.2212 -1.4876 1.15 -0.02 0.63
C 0.6049 -2.3293 -2.6208 0.07 -0.60 2.10
O 2.0010 -2.4718 -2.5000 -0.27 0.26 -0.25
C 2.7605 -1.5859 -3.3182 0.42 0.16 -1.00
N 0.1728 -4.7094 -1.8536 -0.25 0.97 0.06
H 1.1351 -4.7991 -2.1468 0.48 -0.11 -0.66
H 0.0699 -5.3947 -1.1189 -0.28 0.01 0.82
H -0.4882 -4.9873 -2.5649 0.02 -0.20 -0.76
H 0.1630 -2.1223 0.4275 -0.58 -0.05 -0.15
H 1.6151 -2.8080 0.0323 0.15 -0.64 -0.62
H 0.3045 -3.8516 0.6552 -0.09 -0.09 -0.24
H -1.1110 -3.0120 -1.5196 0.00 -0.38 0.21
H 0.2956 -1.3258 -2.3286 -0.02 0.33 -0.25
H 0.2016 -2.5612 -3.6066 0.05 -0.17 -0.16
H 2.4100 -0.5590 -3.4226 -0.50 0.14 0.91
H 2.7612 -1.8854 -4.3662 0.11 -0.63 -0.03
H 3.7911 -1.5507 -2.9648 -0.21 -0.22 0.11
C -5.6290 2.6319 -6.4121 0.93 0.73 -1.28
N -6.0545 2.2398 -5.1376 -2.29 -0.48 4.17
C -5.2092 2.0550 -4.0361 -2.23 0.48 -1.31
C -5.7614 1.6560 -2.8308 2.35 1.50 -0.19
C -7.0894 1.5550 -2.6283 -2.64 -0.46 -0.81
C -7.9683 1.8221 -3.7023 1.20 -0.60 -2.56
C -7.4375 2.1410 -4.9973 1.91 -0.84 3.25
C -7.6307 1.1421 -1.3168 -2.53 -1.54 1.56
C -7.2366 1.7177 -0.1171 0.50 0.55 0.72
C -7.8738 1.5005 1.1153 -1.27 -1.72 -2.00
N -8.8836 0.5594 1.1449 1.04 1.16 -1.15
C -9.3295 -0.1065 0.0243 1.97 1.33 -0.79
C -8.7154 0.1728 -1.2209 0.69 1.50 0.76
C -9.4238 0.2044 2.4332 -0.96 -1.28 1.07
H -6.5473 2.9242 -6.9214 0.62 -0.30 -0.71
H -5.0911 1.7671 -6.8005 0.02 0.46 -0.80
H -5.0260 3.5341 -6.3105 0.33 -0.20 -0.29
H -4.1848 2.3908 -4.1016 0.11 -0.34 -0.43
H -5.1062 1.6996 -1.9734 0.28 -0.55 0.00
H -9.0160 1.5690 -3.7708 -0.23 0.40 0.80
H -8.0414 2.2866 -5.8808 0.02 -0.04 0.10
H -6.3854 2.3823 -0.1188 -0.07 0.36 0.11
H -7.6881 2.0269 2.0399 0.32 -0.08 -0.05
H -10.1133 -0.8337 0.1767 0.00 0.01 -0.08
H -9.0393 -0.2396 -2.1650 -0.33 -0.52 0.30
H -10.4541 0.5132 2.6100 0.07 0.50 -0.38
H -8.8082 0.5369 3.2691 0.09 0.00 -0.34
H -9.4805 -0.8841 2.4219 0.22 -0.03 0.42
C 2.9331 -2.0321 11.7754 -0.15 0.00 1.71
N 3.3898 -2.2439 10.4426 -1.25 0.35 -2.93
C 3.0154 -3.3450 9.7967 0.77 -0.79 -3.17
C 3.3957 -3.5069 8.4196 -0.04 -0.60 0.80
C 4.1573 -2.5749 7.7351 -0.63 -0.13 0.87
C 4.3768 -1.4060 8.4056 0.26 1.39 1.50
C 3.9632 -1.2329 9.7365 1.13 -0.57 -0.40
C 4.7635 -2.7833 6.4096 0.28 -0.46 -1.16
C 4.8981 -1.7729 5.4516 1.20 0.10 -0.37
C 5.6187 -1.9888 4.2563 -1.02 -1.58 1.25
N 6.1527 -3.2430 3.9916 -2.10 1.74 1.07
C 5.9363 -4.2687 4.8369 -0.04 1.65 1.36
C 5.2792 -4.0129 6.0471 -0.12 -1.55 -0.82
C 6.9000 -3.4564 2.7881 1.64 -0.71 -0.31
H 2.2304 -2.8001 12.0987 0.55 -0.44 -0.15
H 2.3035 -1.1484 11.8795 0.71 0.47 -0.15
H 3.8777 -2.0579 12.3188 -0.60 0.39 0.95
H 2.4408 -4.1163 10.2881 0.04 0.15 0.24
H 3.1865 -4.3727 7.8089 -0.61 -0.53 0.75
H 4.9578 -0.6511 7.8967 -0.07 0.45 0.45
H 4.2442 -0.3825 10.3399 -0.18 0.26 -0.21
H 4.5567 -0.7885 5.7361 -0.18 0.20 -0.61
H 5.6541 -1.2537 3.4659 0.40 0.03 0.07
H 6.4236 -5.2228 4.7002 -0.13 -0.02 -0.57
H 5.1305 -4.9198 6.6143 0.08 0.17 0.56
H 6.3258 -3.9015 1.9755 -0.12 0.13 0.18
H 7.6478 -4.1558 3.1619 0.32 -0.16 -0.91
H 7.4331 -2.5550 2.4856 -0.32 -0.02 -0.04
C -5.9467 -6.2273 -2.4391 -1.88 0.86 -1.91
F -7.2837 -6.4480 -2.0960 2.24 0.72 -0.05
F -5.4758 -5.0861 -1.8712 -0.77 -0.65 -0.43
F -5.2257 -7.2078 -2.0304 0.68 -1.12 0.66
S -6.0398 -6.2146 -4.4210 -1.16 2.44 -1.50
O -6.6270 -7.4736 -4.7732 0.97 -0.24 0.88
O -6.9318 -5.0594 -4.7920 2.43 -1.80 1.88
N -4.3517 -5.9934 -4.9572 -3.07 0.40 0.49
S -4.6273 -5.2993 -6.4039 -1.59 -1.21 -2.36
O -5.7796 -5.9309 -7.1189 2.80 1.26 1.04
O -4.5670 -3.8450 -6.4541 0.55 -0.96 0.19
C -3.0367 -5.9120 -7.4077 0.22 -0.05 1.46
F -3.1636 -5.8039 -8.7110 -0.47 0.34 -0.14
F -1.9781 -5.1391 -7.0248 -0.41 -0.21 -0.10
F -2.7020 -7.1869 -7.1423 -0.43 0.58 0.12
C 1.5119 5.2190 -0.5542 -2.57 1.26 0.76
F 1.7189 5.3303 -1.8512 0.29 0.34 -0.34
F 1.8034 4.0049 -0.1859 0.74 -1.04 0.50
F 2.2178 6.1220 0.1390 -0.05 -0.66 -0.70
S -0.4041 5.4945 -0.0490 -0.41 0.58 -0.28
O -1.0662 4.2310 0.1708 0.83 -0.23 -0.99
O -0.3337 6.3244 1.1287 0.55 -0.37 -0.84
N -1.0620 6.2792 -1.4459 2.44 -3.06 1.28
S -1.8929 7.3935 -0.8308 -3.23 5.52 1.06
O -3.0573 7.0163 -0.0423 0.58 -0.43 -0.60
O -1.1257 8.5072 -0.2698 -0.70 -0.91 -1.21
C -2.8394 8.1944 -2.4274 1.75 -0.10 1.76
F -3.5867 7.2347 -3.0076 -0.10 0.76 -0.12
F -3.5268 9.2897 -2.1034 -1.38 -0.92 0.93
F -1.9827 8.7298 -3.2818 1.23 -0.96 -1.44
C 9.9640 5.2282 -4.0538 -0.26 1.65 -3.08
F 10.3654 4.9822 -2.8926 1.49 -1.48 3.34
F 8.9270 6.0531 -3.9165 -1.20 0.12 -0.51
F 10.9255 5.9779 -4.6831 -0.72 -1.15 -0.01
S 9.5739 3.6012 -4.9706 0.42 -2.35 0.27
O 10.9216 3.0627 -5.2498 -2.09 1.98 0.59
O 8.7656 2.6860 -4.1155 0.92 2.92 -1.48
N 8.6749 4.2357 -6.3863 1.28 1.34 6.76
S 9.1724 3.2922 -7.4183 1.43 -4.71 -8.38
O 10.0309 3.8626 -8.4877 -1.41 -0.41 2.19
O 9.4784 1.8955 -7.0901 -0.27 1.61 0.54
C 7.5043 2.9800 -8.3493 2.03 -0.76 1.44
F 7.3948 1.6219 -8.5677 -0.24 1.99 -0.79
F 6.4643 3.2992 -7.5557 -0.33 0.27 -0.83
F 7.5554 3.7313 -9.4575 -1.28 -0.92 0.05
C 2.5619 -11.6388 -0.2423 0.53 -1.26 0.40
F 2.0266 -12.8260 0.2106 0.56 1.99 -0.79
F 3.8233 -11.9025 -0.6678 -0.58 0.21 0.86
F 1.9324 -11.2091 -1.3339 -0.59 -0.07 0.63
S 2.6057 -10.2773 1.1385 0.58 1.29 -0.33
O 3.5249 -10.6894 2.1898 -1.45 -0.40 -0.94
O 3.1755 -9.1381 0.3852 -2.04 -1.14 0.52
N 0.9273 -10.0935 1.5743 2.90 -0.41 -1.01
S 0.7941 -10.8562 2.9806 0.04 -1.00 2.52
O 1.0747 -12.3010 2.9119 -0.73 2.10 0.26
O 1.4473 -10.0610 4.0437 -1.34 -1.18 -1.04
C -1.1975 -10.7334 3.5003 3.05 -0.40 -0.16
F -1.9232 -11.6180 2.8203 -0.14 1.13 -0.04
F -1.2900 -11.0532 4.7982 0.07 0.19 -0.49
F -1.5273 -9.4420 3.3698 -0.83 -0.66 -0.37
C -6.2302 2.1323 10.7396 0.80 -0.10 -0.79
F -5.9247 2.3271 12.0266 0.18 0.09 -0.70
F -6.4555 0.8321 10.5493 0.27 0.24 0.08
F -7.3326 2.7894 10.4478 -0.73 0.35 0.11
S -4.8842 2.8292 9.4725 1.27 0.75 0.83
O -5.3174 4.1351 9.0090 -0.41 -1.48 0.25
O -3.6191 2.8807 10.2643 -2.54 -0.92 -1.95
N -5.0803 1.6805 8.1598 1.26 2.43 2.24
S -3.7426 0.8491 8.1762 1.06 -4.70 2.63
O -2.5303 1.3129 7.5442 -0.56 0.61 -0.28
O -3.5134 0.0845 9.4517 -0.47 1.69 -2.25
C -4.2974 -0.5765 7.0496 1.56 -0.86 5.24
F -3.3745 -1.6109 7.1678 -0.80 0.70 0.08
F -5.4786 -1.0705 7.4577 0.21 0.15 -0.92
F -4.2375 -0.1962 5.8673 -0.95 0.91 -4.67
```
Positions in Å, forces in eV/Å.

These are the Löwdin partial charges, in e, on atoms 1 to 8:
1. C -0.042
2. C -0.256
3. C -0.148
4. O -0.190
5. C -0.088
6. N 0.247
7. H 0.175
8. H 0.163